12
Properties=species:S:1:pos:R:3:forces:R:3:lowdin_charge:R:1 method="wB97M-V/def2-TZVPD" e_lumo_ev=0.80 relative_energy_kcal_mol=2.41 multiplicity=1
N -0.79137 0.94960 -1.61784 -0.8 0.0 -1.0 0.1488
C 0.06359 0.78138 -0.58730 1.0 0.8 1.1 -0.5730
O 1.13557 1.39523 -0.56817 -0.8 -0.7 -0.4 0.0175
C -0.28826 0.03830 0.69979 -0.9 -0.9 -0.6 -0.1852
C 0.74976 -1.08050 1.02075 -2.8 -0.1 1.7 -0.5620
Cl 0.53955 -2.52116 -0.03386 -0.1 0.2 0.2 0.5227
H -1.69138 0.45598 -1.83832 1.7 0.8 0.7 0.1361
H -0.38739 1.63477 -2.27172 -0.7 -0.7 0.2 0.1218
H -1.36003 -0.31883 0.75754 1.2 -0.1 -0.3 0.1217
H -0.26050 0.82506 1.44916 0.4 0.0 0.2 0.1134
H 0.54749 -1.38085 2.10660 0.6 0.1 -1.6 0.0979
H 1.74298 -0.77900 0.88338 1.2 0.7 -0.1 0.0402



240
Properties=species:S:1:pos:R:3:forces:R:3:lowdin_charge:R:1 method="wB97M-V/def2-TZVPD" e_lumo_ev=0.41 multiplicity=1
C 27.52666 6.44741 -24.53451 0.0 1.2 0.4 -0.0377
C 28.43002 6.25500 -25.69747 1.9 -1.5 -0.2 -0.5291
C 28.96873 7.55577 -26.26093 -1.0 0.8 0.2 -0.0274
C 29.69573 5.44193 -25.25186 -1.1 -0.7 -0.2 -0.1280
C 29.31802 4.03291 -24.85604 -0.4 0.0 -0.6 -0.1910
C 28.65008 3.26491 -25.99854 0.0 -0.2 0.4 -0.1143
C 27.48309 4.02130 -26.68022 -1.8 0.6 -1.3 -0.4263
C 27.33873 3.59856 -28.18369 0.1 0.0 -0.4 -0.0357
C 26.12422 3.71943 -25.97285 0.2 0.1 0.6 -0.0216
N 27.72322 5.50153 -26.76145 2.0 -0.5 -0.1 -0.0990
O 26.67194 6.27552 -27.33058 0.0 -0.8 0.6 -0.0348
H 26.75392 7.05577 -25.00448 -1.0 -0.4 0.8 0.0818
H 27.26811 5.50622 -24.04931 -0.6 0.3 -0.4 0.0564
H 27.99736 7.05779 -23.76381 0.1 0.1 0.1 0.0928
H 29.90705 7.48799 -26.81144 -0.1 -0.2 0.0 0.0854
H 28.19360 8.01040 -26.87785 0.2 0.1 -0.2 0.0741
H 29.07806 8.24723 -25.42545 0.4 0.1 0.0 0.0873
H 30.39303 5.39463 -26.08829 0.2 0.2 0.1 0.1177
H 30.16213 5.81189 -24.33878 0.1 0.9 -0.4 0.1251
H 30.20792 3.55285 -24.44896 -0.1 -0.4 -0.1 0.1153
H 28.57139 4.06267 -24.06247 0.2 0.1 0.3 0.0940
H 28.25961 2.37502 -25.50485 -0.5 -0.2 -0.3 0.1077
H 29.35151 2.85542 -26.72546 0.2 0.5 -0.2 0.1143
H 26.93660 2.61681 -28.43380 0.2 -0.4 0.8 0.0678
H 28.27760 3.68209 -28.73109 0.3 0.0 0.3 0.0777
H 26.66244 4.22831 -28.76175 -0.2 0.5 0.5 0.0672
H 25.29213 4.36707 -26.24907 0.2 0.1 -0.6 0.0693
H 26.19646 3.88910 -24.89856 0.3 -0.2 0.2 0.0620
H 25.80278 2.68598 -26.10228 0.1 -0.1 -0.2 0.0540
H 27.05704 6.51696 -28.17616 -0.1 0.1 -0.2 0.0991
C 26.72089 8.79893 -17.75633 1.0 1.1 -0.4 -0.0692
C 26.05786 7.45512 -17.91045 -0.7 -0.3 1.1 -0.4383
C 26.10786 6.81170 -16.45970 -0.5 -0.7 -1.1 -0.0345
C 24.54545 7.78033 -18.29432 0.7 -1.1 0.2 -0.1264
C 23.77224 6.55103 -18.77255 1.2 0.5 -1.5 -0.1594
C 24.57543 6.00035 -20.02661 -1.1 0.7 1.5 -0.1123
C 26.06073 5.58380 -19.69603 -1.8 -1.8 -1.2 -0.4761
C 25.96044 4.26599 -18.90051 0.4 0.3 1.1 -0.0276
C 26.67230 5.24565 -21.07832 0.9 0.6 -0.1 -0.0409
N 26.75676 6.63075 -18.96969 -2.5 2.3 -0.7 -0.1233
O 28.12757 6.52657 -18.82339 -0.3 -0.7 0.3 0.0175
H 26.37967 9.38226 -16.90112 -0.3 -0.4 0.2 0.0854
H 27.80427 8.74609 -17.64858 0.0 -0.3 0.0 0.0796
H 26.53930 9.46110 -18.60287 0.0 -0.2 -0.3 0.0826
H 25.62297 7.41531 -15.69248 0.3 0.4 -0.2 0.0786
H 25.54395 5.87922 -16.43562 0.0 -0.1 -0.1 0.0518
H 27.12834 6.56266 -16.16866 0.1 0.2 0.1 0.0756
H 23.99490 8.20247 -17.45361 0.5 0.2 0.4 0.1159
H 24.57833 8.55383 -19.06160 -0.1 -0.2 -0.2 0.1126
H 23.59402 5.81826 -17.98555 0.4 -0.2 0.0 0.1033
H 22.78012 6.85697 -19.10453 0.0 0.0 -0.1 0.0676
H 24.47919 6.74597 -20.81583 0.6 0.5 0.1 0.1046
H 23.91928 5.23219 -20.43586 0.8 -0.9 0.0 0.0920
H 26.88525 3.69142 -18.95247 0.1 -0.2 -0.2 0.0767
H 25.10963 3.62463 -19.13044 0.1 0.1 -0.4 0.0798
H 25.85775 4.54185 -17.85101 -0.2 -0.2 0.1 0.0556
H 27.65227 4.77075 -21.03120 0.5 0.6 0.4 0.0758
H 26.70824 6.17049 -21.65406 0.4 0.0 -0.1 0.0744
H 26.19458 4.51518 -21.73124 -1.1 0.0 0.5 0.0710
H 28.17706 5.81334 -18.18273 0.9 -0.3 0.4 0.0905
C 24.59976 -3.71365 -23.98647 0.5 0.7 2.4 -0.0244
C 25.47367 -2.46150 -23.36330 -1.2 -0.8 -2.0 -0.4223
C 26.90662 -3.00264 -23.19981 0.4 0.7 1.5 -0.0390
C 25.44781 -1.40106 -24.47843 -0.5 1.2 1.0 -0.1692
C 25.95872 -0.00490 -24.01831 -0.4 -1.8 0.0 -0.1617
C 25.14409 0.46462 -22.78162 1.2 -0.5 -0.3 -0.1139
C 25.13439 -0.55328 -21.57760 0.7 0.7 -1.4 -0.4667
C 26.53867 -0.55563 -20.88856 -0.4 -0.6 -0.1 -0.0200
C 24.07713 -0.07007 -20.55445 0.2 -0.6 -0.6 -0.0308
N 24.75246 -1.86187 -22.16245 0.1 0.1 -1.8 -0.1048
O 24.66823 -2.80957 -21.16087 0.3 -0.9 1.1 -0.0256
H 23.52317 -3.55484 -23.92449 0.0 0.5 -0.3 0.0644
H 24.87221 -4.09212 -24.97168 0.3 0.6 0.0 0.0753
H 24.76875 -4.52262 -23.27577 0.1 -0.3 -0.1 0.0608
H 27.62401 -2.18283 -23.23669 0.1 0.1 -0.5 0.0638
H 27.09508 -3.36314 -22.18856 -0.4 -0.4 0.2 0.0766
H 27.24246 -3.80312 -23.85901 -0.5 0.2 -0.3 0.0847
H 25.94596 -1.76787 -25.37587 0.1 0.0 0.1 0.1206
H 24.41471 -1.14940 -24.71815 -0.3 -0.7 -0.2 0.0952
H 27.02367 -0.14865 -23.83576 0.1 0.7 0.2 0.0956
H 25.79278 0.63296 -24.88647 0.3 0.4 0.3 0.0708
H 24.13479 0.71905 -23.10515 -0.2 -0.1 0.1 0.1019
H 25.63891 1.38197 -22.46267 -0.2 0.2 0.4 0.1086
H 26.70566 -1.51053 -20.39018 -0.4 0.0 0.4 0.0759
H 26.60250 0.23812 -20.14426 0.1 0.1 -0.1 0.0780
H 27.39956 -0.51781 -21.55605 -0.2 0.5 -0.4 0.0679
H 24.21342 -0.62784 -19.62794 0.0 0.4 0.2 0.0823
H 23.05090 -0.23347 -20.88345 0.0 -0.2 -0.3 0.0713
H 24.16697 1.01207 -20.45951 0.3 0.0 0.5 0.0755
H 23.74162 -3.05898 -21.13291 -0.1 0.0 0.0 0.1067
C 16.84210 4.38848 -21.71347 -0.1 -0.3 1.1 -0.0175
C 17.69485 4.44976 -20.39289 0.3 -0.3 -1.5 -0.5077
C 18.10362 5.87308 -20.20590 0.8 0.7 0.2 -0.0448
C 16.93044 4.05123 -19.13155 -0.1 0.2 0.4 -0.1287
C 17.79793 3.80021 -17.88499 0.3 -0.7 -1.3 -0.1711
C 18.79876 2.66834 -18.20119 -0.5 0.9 -0.1 -0.1347
C 19.67280 2.95360 -19.45900 0.3 1.4 0.0 -0.4296
C 20.83897 3.91734 -18.95251 -0.6 -0.5 -0.3 -0.0139
C 20.23669 1.65143 -20.03906 0.4 0.0 0.7 -0.0422
N 18.84996 3.52666 -20.59751 -1.2 -0.7 2.2 -0.0901
O 19.60908 3.77808 -21.74718 0.0 0.4 0.3 -0.0437
H 16.66956 3.34279 -21.96816 0.2 0.0 -0.3 0.0723
H 15.85383 4.83470 -21.60251 0.0 0.1 0.4 0.0802
H 17.32031 4.96253 -22.50712 0.2 -0.4 0.0 0.0679
H 18.74949 5.83721 -19.32860 0.2 0.8 -0.1 0.0715
H 18.60705 6.27764 -21.08396 0.4 -0.1 0.1 0.0754
H 17.26011 6.54042 -20.02915 -0.1 -0.1 0.2 0.0966
H 16.30708 4.92192 -18.92799 -0.5 -0.3 0.0 0.1141
H 16.32227 3.17099 -19.33990 -0.2 -0.1 0.1 0.1215
H 18.37979 4.66709 -17.57186 -0.1 0.2 -0.2 0.0984
H 17.22381 3.50816 -17.00567 -0.3 0.0 -0.2 0.1102
H 18.29479 1.70682 -18.29914 -0.1 0.0 0.0 0.1154
H 19.36574 2.70408 -17.27094 0.8 -0.8 -0.4 0.1117
H 21.40680 3.40647 -18.17489 0.3 -0.3 -0.3 0.0779
H 20.49397 4.80717 -18.42594 -0.5 0.1 -0.2 0.0636
H 21.48955 4.26279 -19.75594 0.1 -0.2 -0.1 0.0637
H 20.73775 1.09197 -19.24909 0.2 0.0 0.1 0.0847
H 20.96357 1.85051 -20.82653 0.0 0.0 0.0 0.0594
H 19.45711 0.99101 -20.41881 -0.2 0.3 -0.1 0.0751
H 19.44956 2.95640 -22.21728 0.0 -0.5 -0.9 0.0581
C 19.78707 8.23731 -27.96962 -0.4 0.1 0.9 -0.0383
C 18.74034 7.33703 -27.20681 3.0 1.1 -0.1 -0.4520
C 19.02674 7.52493 -25.67866 -0.9 0.2 -0.1 -0.0154
C 17.31468 7.82240 -27.56443 0.9 -0.7 1.4 -0.1343
C 16.32532 6.70504 -27.26035 -0.6 -0.2 -2.4 -0.1611
C 16.70632 5.44097 -28.10352 0.6 1.1 1.6 -0.1177
C 18.05940 4.91805 -27.60068 1.2 -2.0 -0.8 -0.4966
C 18.00408 4.26144 -26.23055 -0.1 -0.4 0.6 -0.0271
C 18.41857 3.74938 -28.60211 0.1 0.7 0.4 -0.0346
N 19.07820 5.97337 -27.68616 -2.0 0.9 -1.4 -0.1186
O 20.43889 5.62540 -27.59342 -0.6 -0.5 1.1 -0.0102
H 19.62563 9.30191 -27.80033 -0.6 0.1 -0.1 0.0762
H 20.77941 8.11472 -27.53565 0.1 -0.5 -0.3 0.0655
H 19.75187 8.01567 -29.03627 0.2 0.0 0.0 0.0832
H 18.13862 7.22860 -25.12050 0.1 -0.5 0.3 0.0681
H 19.92717 7.05169 -25.28703 -0.1 -0.4 -0.3 0.0790
H 19.12923 8.56971 -25.38534 0.1 0.3 -0.4 0.0640
H 17.13086 8.64874 -26.87779 0.0 0.2 0.1 0.1165
H 17.25455 8.27373 -28.55478 0.0 -0.6 -0.3 0.1195
H 16.21934 6.52454 -26.19063 0.0 -0.1 -0.2 0.1052
H 15.38940 7.03097 -27.71412 -0.5 0.1 0.6 0.1042
H 16.78510 5.71313 -29.15605 0.1 0.2 0.0 0.1189
H 15.95294 4.65482 -28.05359 0.0 -0.1 0.3 0.1175
H 18.98654 3.86942 -25.96749 0.3 0.2 -0.1 0.0709
H 17.36930 3.37548 -26.24562 -0.3 0.0 0.0 0.0703
H 17.69538 4.88643 -25.39258 -0.1 0.2 -0.2 0.0688
H 18.51256 4.20033 -29.58999 0.1 -0.3 -0.1 0.0827
H 17.63421 2.99258 -28.59121 -0.3 0.2 -0.1 0.0649
H 19.31663 3.18491 -28.35122 0.3 0.4 0.1 0.0645
H 20.81887 5.77900 -28.46153 -0.2 0.1 -0.3 0.0996
C 22.81577 -1.97050 -31.49966 0.9 1.5 0.4 -0.0298
C 22.33260 -0.90717 -30.45726 -2.4 -0.1 0.8 -0.4417
C 21.54437 0.29031 -31.16726 1.3 -1.0 0.8 -0.0150
C 21.25403 -1.63148 -29.55707 0.2 0.2 -0.2 -0.1526
C 20.76758 -0.84382 -28.32449 1.5 -1.1 -0.6 -0.1585
C 21.98854 -0.44621 -27.46505 -0.6 1.6 0.1 -0.1192
C 23.10340 0.31149 -28.20443 0.7 -0.9 -0.4 -0.4667
C 22.87987 1.78954 -28.34826 -1.0 1.8 -0.9 -0.0428
C 24.34580 0.26483 -27.27026 0.6 -1.1 -0.3 -0.0424
N 23.36581 -0.46511 -29.48005 -0.1 -0.9 1.1 -0.1024
O 24.50419 0.03857 -30.08453 0.2 0.4 -0.7 -0.0109
H 23.30416 -2.84074 -31.06120 -0.6 -0.1 0.3 0.0819
H 21.98909 -2.18933 -32.17553 0.0 -0.3 0.3 0.0808
H 23.61792 -1.56034 -32.11319 -0.1 0.3 -0.2 0.0701
H 22.29859 0.92817 -31.62810 -0.3 0.3 -0.2 0.0742
H 20.81763 -0.06523 -31.89770 0.2 -0.1 -0.1 0.0786
H 20.99240 0.81803 -30.38948 0.1 0.2 -0.2 0.0481
H 20.33227 -1.93167 -30.05542 0.1 0.4 -0.9 0.1134
H 21.64139 -2.61122 -29.27753 0.4 0.1 0.5 0.1124
H 20.16631 0.00982 -28.63735 0.1 0.1 0.2 0.0970
H 20.10128 -1.58481 -27.88281 -0.1 0.4 0.8 0.0978
H 22.49652 -1.21816 -26.88700 -0.5 -0.5 -0.3 0.1151
H 21.67717 0.32727 -26.76299 -0.3 -0.2 0.6 0.0921
H 22.72882 2.29706 -27.39552 -0.1 -0.4 0.3 0.0746
H 22.05328 2.11719 -28.97872 -0.5 -0.4 0.0 0.0715
H 23.69317 2.38493 -28.76318 0.6 -0.5 -0.1 0.0828
H 25.26925 0.70310 -27.64875 -0.2 0.0 -0.7 0.0769
H 24.55932 -0.78522 -27.07049 0.2 0.0 0.1 0.0765
H 24.25261 0.77238 -26.31015 -0.9 0.0 0.0 0.0666
H 24.22820 0.93485 -30.28975 0.5 0.6 -0.5 0.0766
C 17.07985 0.47257 -26.92082 2.0 0.5 0.1 -0.1197
O 17.04786 -0.01551 -25.58661 0.3 0.1 0.6 -0.1953
C 18.30187 -0.56761 -25.06880 0.1 0.7 -1.2 -0.1293
C 19.37266 0.44692 -24.41967 -1.4 -1.5 0.3 -0.3911
C 20.56709 -0.32830 -23.88470 0.5 -0.2 -0.7 -0.0675
N 18.71409 1.10373 -23.29778 0.4 0.8 0.1 0.0551
H 17.93632 1.13685 -27.03614 0.3 0.4 0.2 0.0523
H 16.24265 1.10506 -27.21603 -0.5 -0.6 0.5 0.0887
H 17.33561 -0.28197 -27.66469 -0.7 -0.6 0.0 0.0821
H 18.00228 -1.30038 -24.31954 -0.1 0.3 0.4 0.1200
H 18.70618 -1.18600 -25.87018 0.5 0.1 -0.2 0.0996
H 19.83026 1.18288 -25.08076 -0.7 0.1 -0.4 0.1133
H 21.20629 0.34592 -23.31464 0.0 0.0 0.1 0.0642
H 21.13887 -0.67214 -24.74664 0.2 0.0 0.0 0.0581
H 20.39983 -1.22892 -23.29394 -0.6 0.1 0.2 0.0843
H 18.43739 0.37953 -22.65042 -0.2 0.0 0.3 0.0804
H 17.87660 1.58490 -23.59304 -0.2 0.0 -0.1 0.0753
C 23.44555 7.02493 -25.46848 -0.8 -0.8 0.4 -0.1083
O 22.97322 8.34622 -25.35159 0.2 -0.5 -0.1 -0.2213
C 23.92918 9.33116 -25.64995 -0.1 0.8 -0.4 -0.1913
C 23.34089 10.63057 -25.07009 -1.9 -1.3 -0.6 -0.4504
C 22.04146 11.02440 -25.78774 -1.0 -0.2 0.9 -0.0582
N 24.10924 11.80693 -24.94118 1.7 0.5 -0.3 0.0464
H 22.58135 6.38062 -25.30682 -0.3 0.0 -0.2 0.0728
H 24.10799 6.72664 -24.65589 0.6 0.4 0.0 0.0882
H 23.86247 6.73644 -26.43338 0.3 0.4 -0.2 0.0863
H 24.89216 9.16791 -25.16610 0.2 -0.4 0.1 0.1205
H 24.06078 9.32389 -26.73195 0.3 0.3 -0.3 0.1274
H 23.15288 10.24624 -24.06757 -0.6 0.4 0.3 0.1248
H 21.28167 10.24289 -25.77932 0.3 -0.4 -0.3 0.0451
H 22.11963 11.40957 -26.80442 0.5 -0.2 -0.1 0.0806
H 21.52954 11.80207 -25.22095 0.3 0.4 0.1 0.0726
H 24.13819 12.30610 -25.81873 -0.1 0.2 -0.2 0.0714
H 25.06634 11.51093 -24.81295 0.5 0.3 0.4 0.0717
C 18.66386 11.10380 -23.17395 1.6 -0.3 0.0 -0.0837
O 19.11624 10.02105 -22.36199 -1.1 0.0 0.5 -0.1752
C 20.45321 9.70057 -22.61898 0.7 -0.5 -0.5 -0.2285
C 20.83975 8.34377 -22.06529 1.1 -1.4 2.5 -0.3731
C 20.79456 8.27912 -20.49074 -0.3 0.2 -0.6 -0.0490
N 22.22730 7.96507 -22.40645 0.1 0.7 -0.8 0.0691
H 17.58791 11.27539 -23.20567 0.1 -0.6 0.3 0.0892
H 19.08837 10.87953 -24.15252 -0.5 0.3 -0.6 0.0640
H 19.17063 12.00949 -22.84079 -0.1 0.4 0.1 0.0865
H 20.61810 9.65527 -23.69548 0.0 0.0 -0.4 0.0870
H 21.16375 10.44018 -22.24990 0.0 0.3 0.3 0.1357
H 20.21415 7.53303 -22.43871 -0.8 0.3 -0.1 0.1209
H 21.15415 7.33308 -20.08602 -0.7 -0.6 -0.5 0.0389
H 19.78318 8.51105 -20.15694 0.1 -0.2 0.3 0.0702
H 21.50519 8.91621 -19.96423 0.0 0.9 -0.6 0.0732
H 22.25884 7.74942 -23.39266 0.1 0.5 -0.4 0.0300
H 22.48681 7.06218 -22.03558 -0.4 -0.2 0.7 0.0377
C 22.14528 3.29802 -24.54519 0.3 -0.1 -0.4 -0.0479
C 22.70226 3.53291 -23.10614 -0.8 -1.0 -1.3 -0.2987
O 22.12691 4.68033 -22.58989 0.6 1.1 0.7 -0.0867
H 21.89124 2.26891 -24.79916 0.7 -0.4 0.1 0.0403
H 22.83338 3.72009 -25.27764 0.2 -0.3 -0.2 0.0515
H 21.20616 3.77501 -24.82559 -0.2 0.6 0.9 0.0632
H 23.79112 3.58243 -23.10212 0.0 0.5 -0.2 0.0989
H 22.49468 2.67184 -22.47088 -0.3 -0.3 0.1 0.0841
H 21.24251 4.43872 -22.30517 -0.6 0.1 0.3 0.0370



no.,DFT total energy (hartree)
1,-708.11026
2,-3927.43271